Record 1
Computed, not measured: C35H27F5N4OS2SbTeTi as an isolated structure at a distorted geometry, with ωB97M-V/def2-TZVPD.

Calculated values
Relative energy (zero: lowest compared OMol25 entry of this formula, charge and spin)   32.7 kcal per mole
Expectation value of S²   2.029
Max |F|   0.0242 Eh/bohr
HOMO level (spin up / spin down)   -3.0 / -4.2 eV

ORCA input file:
```
! wB97M-V def2-TZVPD RIJCOSX def2/J DEFGRID3
* xyz -1 3
Ti -0.18 0.43 0.21
C 2.74 -0.52 2.30
C 1.58 0.05 3.05
C 1.77 0.45 4.37
C 0.71 0.86 5.14
C -0.55 0.88 4.57
C -0.67 0.52 3.24
N 0.36 0.10 2.49
Sb -2.66 0.45 2.42
C -2.19 -1.31 1.27
C -2.62 -2.54 1.76
C -2.52 -3.66 0.96
C -2.10 -3.49 -0.34
C -1.69 -2.24 -0.80
C -1.32 -2.07 -2.23
N -1.66 -1.17 0.03
C -2.63 1.69 0.70
C -3.79 2.43 0.54
C -3.84 3.44 -0.41
C -2.64 3.76 -1.06
C -1.49 3.03 -0.85
C -0.22 3.50 -1.50
N -1.49 1.89 -0.06
H 2.72 -1.60 2.43
H 3.67 -0.13 2.71
H 2.69 -0.30 1.23
H 2.77 0.41 4.78
H 0.86 1.16 6.17
H -1.42 1.19 5.13
H -3.00 -2.60 2.77
H -2.79 -4.64 1.34
H -2.07 -4.33 -1.03
H -1.67 -2.92 -2.81
H -0.24 -1.99 -2.36
H -1.76 -1.16 -2.64
H -4.64 2.22 1.17
H -4.74 4.02 -0.58
H -2.58 4.61 -1.71
H -0.23 4.59 -1.53
H -0.13 3.13 -2.53
H 0.66 3.17 -0.96
O 1.33 1.52 0.54
N 2.16 2.46 0.94
C 3.38 2.48 0.36
C 4.32 3.41 0.69
C 3.97 4.36 1.66
C 2.74 4.33 2.23
C 1.73 3.37 1.88
S 0.20 3.33 2.55
H 3.53 1.71 -0.39
H 5.28 3.39 0.20
H 4.69 5.12 1.97
H 2.44 5.05 2.98
F 1.41 -6.04 -1.77
C 1.19 -5.38 -0.62
C 1.24 -4.00 -0.57
F 1.50 -3.32 -1.70
C 1.02 -3.34 0.63
F 1.01 -1.97 0.54
C 0.78 -3.98 1.86
S 0.59 -3.21 3.39
C 0.72 -5.38 1.73
F 0.46 -6.13 2.82
C 0.91 -6.07 0.55
F 0.84 -7.41 0.52
Te 1.26 0.31 -2.21
C 0.05 0.34 -3.94
C 0.52 -0.17 -5.15
C -0.26 -0.14 -6.29
C -1.54 0.40 -6.26
C -2.03 0.91 -5.06
C -1.24 0.88 -3.91
H 1.51 -0.60 -5.19
H 0.12 -0.55 -7.22
H -2.15 0.42 -7.15
H -3.03 1.32 -5.01
H -1.65 1.26 -2.98
*
```

***

Record 2
Computed, not measured: C5H9N3 as an isolated structure at a distorted geometry, with ωB97M-V/def2-TZVPD.

Calculated values
Relative energy (zero: lowest compared OMol25 entry of this formula, charge and spin)   85.9 kcal per mole
Max |F|   0.0635 Eh/bohr
HOMO level   -8.4 eV

ORCA input file:
```
! wB97M-V def2-TZVPD RIJCOSX def2/J DEFGRID3
* xyz 0 1
C -0.68 -0.38 0.20
C -0.72 -0.94 1.61
C -1.99 0.21 -0.28
C 1.55 0.58 -0.75
N 2.69 0.82 -1.45
C 0.70 0.98 0.11
N -0.12 -1.25 -0.71
N 0.88 -1.14 -1.32
H 3.35 1.47 -1.05
H 3.11 0.01 -1.89
H 0.40 1.75 0.78
H -2.27 1.03 0.39
H -1.90 0.60 -1.29
H -0.94 -0.13 2.31
H -1.50 -1.70 1.72
H 0.24 -1.38 1.88
H -2.79 -0.53 -0.26
*
```

***

Record 3
Computed, not measured: C16H15N3O2 in the gas phase at a distorted geometry, with ωB97M-V/def2-TZVPD.

Calculated values
Relative energy (zero: lowest compared OMol25 entry of this formula, charge and spin)   33.6 kcal per mole
Max |F|   0.0248 Eh/bohr
SMILES   CN(C)c1ccc(-c2noc(-c3ccccc3O)n2)cc1
HOMO level   -7.6 eV

ORCA input file:
```
! wB97M-V def2-TZVPD RIJCOSX def2/J DEFGRID3
* xyz 0 1
C 3.67 3.43 2.50
N 3.05 2.28 3.10
C 3.41 1.93 4.45
C 2.15 1.53 2.40
C 1.92 1.75 1.03
C 1.01 0.99 0.34
C 0.28 -0.02 0.97
C -0.67 -0.81 0.23
N -1.38 -1.78 0.74
O -2.14 -2.25 -0.30
C -1.82 -1.51 -1.38
C -2.43 -1.74 -2.67
C -2.03 -0.93 -3.73
C -2.57 -1.09 -4.99
C -3.53 -2.07 -5.20
C -3.94 -2.88 -4.17
C -3.40 -2.73 -2.89
O -3.85 -3.57 -1.93
N -0.92 -0.62 -1.11
C 0.50 -0.25 2.33
C 1.41 0.50 3.03
H 4.17 4.01 3.27
H 2.92 4.07 2.03
H 4.41 3.15 1.74
H 2.60 2.16 5.16
H 3.65 0.87 4.53
H 4.29 2.50 4.75
H 2.47 2.51 0.51
H 0.84 1.17 -0.72
H -1.28 -0.17 -3.53
H -2.25 -0.45 -5.80
H -3.96 -2.20 -6.18
H -4.68 -3.65 -4.32
H -3.43 -3.39 -1.08
H -0.06 -1.03 2.82
H 1.54 0.31 4.08
*
```

***

Record 4
Computed, not measured: a 6-piece molecular cluster, CH14O5 overall at a distorted geometry, with ωB97M-V/def2-TZVPD.

Calculated values
Relative energy (zero: lowest compared OMol25 entry of this formula, charge and spin)   21.9 kcal per mole
Max |F|   0.0321 Eh/bohr
SMILES   C.O.O.O.O.O
HOMO level   -11.1 eV

ORCA input file:
```
! wB97M-V def2-TZVPD RIJCOSX def2/J DEFGRID3
* xyz 0 1
C 3.44 2.98 0.79
H 2.37 2.97 0.60
H 3.75 3.98 1.09
H 3.82 2.18 1.42
H 3.90 2.74 -0.17
O -2.36 2.32 -0.90
H -2.16 3.13 -1.38
H -1.55 2.05 -0.42
O 0.97 -2.22 3.06
H 0.05 -2.35 2.80
H 1.11 -2.92 3.72
O -1.44 -0.73 -1.83
H -1.78 0.12 -1.54
H -1.53 -0.95 -2.76
O -0.37 -3.46 -1.78
H 0.30 -4.11 -1.93
H -0.07 -2.67 -1.34
O -0.39 1.13 0.62
H 0.38 1.54 1.01
H -0.36 0.17 0.77
*
```

***

Record 5
Computed, not measured: C4H6N2 as an isolated structure at a distorted geometry, with ωB97M-V/def2-TZVPD.

Calculated values
Relative energy (zero: lowest compared OMol25 entry of this formula, charge and spin)   102.7 kcal per mole
Max |F|   0.0222 Eh/bohr
HOMO level   -9.4 eV

ORCA input file:
```
! wB97M-V def2-TZVPD RIJCOSX def2/J DEFGRID3
* xyz 0 1
N -0.85 -1.36 0.17
C -0.35 -0.02 0.00
C -0.39 0.54 -1.33
C 1.22 -0.04 -0.36
C -0.60 0.87 1.16
N -0.82 1.57 2.05
H -0.96 -1.62 1.14
H -1.73 -1.47 -0.32
H -0.28 1.63 -1.23
H 1.54 0.66 -1.15
H 1.44 -1.05 -0.67
H 1.78 0.27 0.53
*
```

***

Record 6
Computed, not measured: C5H4O2 in the gas phase, with ωB97M-V/def2-TZVPD.

Calculated values
Relative energy (zero: lowest compared OMol25 entry of this formula, charge and spin)   11.3 kcal per mole
Max |F|   0.0133 Eh/bohr
SMILES   O=C1C=CCC1=O
HOMO level   -9.4 eV

ORCA input file:
```
! wB97M-V def2-TZVPD RIJCOSX def2/J DEFGRID3
* xyz 0 1
O 1.90 -1.31 -0.19
C 0.96 -0.56 -0.15
C 0.92 0.91 0.04
C -0.34 1.34 0.09
C -1.37 0.25 -0.05
C -0.52 -0.99 -0.29
O -0.90 -2.11 -0.54
H 1.82 1.52 0.13
H -0.63 2.38 0.22
H -1.97 0.12 0.86
H -2.08 0.41 -0.87
*
```

***

Record 7
Computed, not measured: a 2-piece molecular cluster, CH3NO2S overall at a distorted geometry, with ωB97M-V/def2-TZVPD.

Calculated values
Relative energy (zero: lowest compared OMol25 entry of this formula, charge and spin)   97.1 kcal per mole
Max |F|   0.0645 Eh/bohr
HOMO level (spin up / spin down)   -9.1 / -9.1 eV

ORCA input file:
```
! wB97M-V def2-TZVPD RIJCOSX def2/J DEFGRID3
* xyz 0 1
C 0.53 0.66 -0.19
N -1.30 -0.35 0.29
O -1.34 -1.54 0.13
O -2.07 0.44 0.78
S 1.87 -0.37 0.24
H 0.44 1.12 -1.13
H 0.24 1.37 0.55
H 1.64 -1.33 -0.67
*
```

***

Record 8
Computed, not measured: C29H40AsF7IrN8O3SSi as an isolated structure at a distorted geometry, with ωB97M-V/def2-TZVPD.

Calculated values
Relative energy (zero: lowest compared OMol25 entry of this formula, charge and spin)   12.4 kcal per mole
Max |F|   0.0731 Eh/bohr
HOMO level   -15.8 eV

ORCA input file:
```
! wB97M-V def2-TZVPD RIJCOSX def2/J DEFGRID3
* xyz 3 1
Ir -1.28 -1.27 -0.84
C 5.10 3.20 -0.85
C 4.18 2.98 -2.03
N 2.88 2.39 -1.63
C 2.71 1.08 -1.76
C 1.56 0.40 -1.39
C 1.56 -1.06 -1.70
O 2.59 -1.64 -1.95
O 0.39 -1.67 -1.79
C 0.52 1.10 -0.78
O -0.56 0.56 -0.31
C 0.68 2.53 -0.64
C -0.35 3.33 -0.13
C -0.21 4.68 -0.07
F -1.26 5.42 0.33
C 0.97 5.34 -0.47
C 1.99 4.55 -0.96
C 1.86 3.16 -1.08
N 1.13 6.73 -0.39
C 0.33 7.53 0.53
C 1.09 8.80 0.91
N 1.40 9.57 -0.35
C 2.22 8.73 -1.30
C 1.46 7.46 -1.61
H 6.03 3.64 -1.19
H 5.33 2.26 -0.35
H 4.66 3.88 -0.11
H 4.62 2.29 -2.75
H 3.97 3.90 -2.58
H 3.52 0.52 -2.20
H -1.29 2.88 0.17
H 2.92 5.03 -1.24
H 0.14 6.98 1.45
H -0.65 7.80 0.11
H 2.04 8.56 1.37
H 0.50 9.44 1.56
H 1.89 10.44 -0.12
H 0.53 9.84 -0.80
H 3.16 8.53 -0.79
H 2.40 9.32 -2.19
H 2.08 6.85 -2.26
H 0.55 7.70 -2.18
C -1.05 -8.25 -2.64
Si -0.86 -7.37 -1.01
C 0.94 -7.32 -0.55
C -1.91 -8.11 0.33
C -1.68 -5.62 -1.34
C -2.92 -5.70 -2.02
C -3.59 -4.56 -2.38
C -3.05 -3.32 -2.03
N -1.91 -3.19 -1.37
C -1.24 -4.34 -1.04
S 0.37 -4.18 -0.42
H -0.58 -9.23 -2.56
H -0.57 -7.72 -3.46
H -2.09 -8.43 -2.92
H 1.28 -8.36 -0.55
H 1.13 -6.91 0.45
H 1.55 -6.79 -1.28
H -1.62 -9.16 0.47
H -2.97 -8.10 0.08
H -1.78 -7.61 1.29
H -3.33 -6.67 -2.26
H -4.53 -4.59 -2.92
H -3.56 -2.41 -2.32
F -3.27 -0.94 -0.24
As -3.91 0.25 -1.55
F -4.60 -1.11 -2.30
F -4.15 1.24 -2.89
F -2.27 -0.37 -2.19
F -3.08 1.46 -0.69
F -5.31 0.53 -0.64
C -1.97 -1.70 4.89
C -0.73 -2.54 5.16
C -1.01 -4.03 5.01
C 0.47 -2.10 4.32
N 0.20 -2.24 2.86
C -0.48 -1.43 2.04
N -0.54 -2.02 0.86
N 0.11 -3.19 1.01
N 0.55 -3.33 2.21
H -2.74 -1.92 5.63
H -2.41 -1.92 3.92
H -1.76 -0.62 4.95
H -0.39 -2.35 6.19
H -1.34 -4.28 4.00
H -1.80 -4.33 5.69
H -0.13 -4.64 5.24
H 1.35 -2.71 4.50
H 0.72 -1.05 4.47
H -0.92 -0.48 2.30
*
```

***

Among the records above, which one has the highest max |F|?
C29H40AsF7IrN8O3SSi

***

Look up the max |F| of the second one.
0.0635 Eh/bohr

***

Repeat the seventh record exactly.
Computed, not measured: a 2-piece molecular cluster, CH3NO2S overall at a distorted geometry, with ωB97M-V/def2-TZVPD.

Calculated values
Relative energy (zero: lowest compared OMol25 entry of this formula, charge and spin)   97.1 kcal per mole
Max |F|   0.0645 Eh/bohr
HOMO level (spin up / spin down)   -9.1 / -9.1 eV

ORCA input file:
```
! wB97M-V def2-TZVPD RIJCOSX def2/J DEFGRID3
* xyz 0 1
C 0.53 0.66 -0.19
N -1.30 -0.35 0.29
O -1.34 -1.54 0.13
O -2.07 0.44 0.78
S 1.87 -0.37 0.24
H 0.44 1.12 -1.13
H 0.24 1.37 0.55
H 1.64 -1.33 -0.67
*
```